Record 1
{
  "formula": "C24H28BrNO4",
  "method": "the ωB97M-V functional and the def2-TZVPD basis",
  "homo_ha": -0.2869,
  "lumo_ev": 0.19,
  "relative_energy_ev": 0.5971,
  "largest_force_ev_per_a": 0.738,
  "homo_lumo_gap_ev": 8.00,
  "symbols": ["C", "C", "C", "H", "H", "O", "C", "C", "C", "C", "C", "C", "O", "C", "H", "H", "H", "H", "C", "C", "C", "N", "C", "C", "C", "O", "C", "C", "C", "H", "H", "H", "H", "H", "H", "C", "H", "H", "H", "C", "C", "C", "C", "O", "H", "H", "H", "H", "H", "H", "H", "H", "Br", "H", "H", "H", "H", "H"],
  "positions_angstrom": [[1.5833, 5.3009, -3.1034], [2.0602, 4.2546, -2.1064], [1.8087, 4.7064, -0.6684], [0.7392, 4.8688, -0.5018], [2.3467, 5.6368, -0.4665], [2.3374, 3.8004, 0.2814], [1.9216, 2.5044, 0.3029], [2.9010, 1.5538, 0.5826], [2.6371, 0.2057, 0.7084], [1.3386, -0.2330, 0.5342], [0.3375, 0.6887, 0.2542], [0.6007, 2.0464, 0.1452], [-0.3687, 2.9875, -0.1042], [-1.6864, 2.5546, -0.3168], [-1.7577, 1.8825, -1.1791], [-2.2614, 3.4578, -0.5176], [-2.0969, 2.0570, 0.5684], [-0.6717, 0.3254, 0.1328], [0.9708, -1.6975, 0.6585], [0.0638, -1.8606, 1.8542], [-1.2264, -2.2459, 1.7357], [-1.7603, -2.6409, 0.5192], [-1.0100, -2.5247, -0.6393], [0.2861, -2.1408, -0.6112], [1.1312, -2.1144, -1.8026], [2.3144, -1.8433, -1.7495], [0.4652, -2.4932, -3.1116], [-1.0038, -2.1099, -3.0970], [-1.7025, -2.8195, -1.9418], [-1.6938, -3.8984, -2.1322], [-2.7423, -2.4907, -1.8955], [-1.0944, -1.0286, -2.9701], [-1.4820, -2.3812, -4.0401], [0.5707, -3.5750, -3.2381], [1.0030, -2.0104, -3.9282], [-3.0408, -3.3161, 0.4825], [-3.0506, -4.0567, -0.3138], [-3.8664, -2.6157, 0.3208], [-3.2110, -3.8458, 1.4167], [-2.1463, -2.2409, 2.9255], [-1.6438, -1.2653, 3.9847], [-0.2166, -1.6204, 4.3606], [0.6893, -1.5800, 3.1452], [1.8814, -1.3727, 3.2524], [-0.1754, -2.6337, 4.7719], [0.1855, -0.9425, 5.1143], [-1.6710, -0.2484, 3.5868], [-2.2933, -1.3045, 4.8611], [-2.1989, -3.2439, 3.3634], [-3.1527, -1.9503, 2.6185], [1.8967, -2.2635, 0.8067], [3.4295, -0.4890, 0.9308], [4.6670, 2.1939, 0.7900], [1.5369, 3.3110, -2.2812], [3.1294, 4.0729, -2.2358], [0.5173, 5.4838, -2.9838], [1.7638, 4.9644, -4.1213], [2.1113, 6.2396, -2.9524]],
  "forces_ev_per_angstrom": [[0.1, -0.2, 0.1], [-0.1, 0.1, 0.3], [-0.1, 0.2, -0.6], [0.2, 0.1, 0.0], [-0.1, -0.1, -0.1], [-0.3, -0.2, 0.4], [0.0, -0.1, 0.0], [0.0, 0.2, 0.0], [-0.2, 0.1, -0.1], [0.2, 0.2, 0.0], [0.0, 0.1, 0.0], [0.1, 0.2, 0.0], [0.5, 0.0, 0.1], [-0.2, -0.1, 0.0], [0.0, 0.0, 0.0], [0.0, -0.1, 0.0], [0.0, 0.0, 0.0], [-0.1, 0.0, 0.0], [-0.1, -0.1, 0.0], [0.1, -0.1, -0.7], [0.4, 0.0, 0.4], [0.1, 0.1, 0.0], [0.4, 0.0, -0.3], [-0.1, 0.0, 0.7], [-0.1, -0.2, -0.6], [-0.1, -0.1, 0.1], [0.1, 0.2, -0.1], [0.0, -0.2, 0.0], [0.0, 0.2, -0.2], [-0.1, 0.0, 0.0], [0.0, -0.1, 0.1], [-0.1, 0.0, 0.0], [0.0, 0.0, 0.0], [0.0, 0.0, 0.0], [0.1, 0.0, 0.1], [-0.4, -0.1, 0.0], [0.0, 0.0, 0.1], [0.0, -0.1, 0.0], [0.0, 0.0, -0.1], [0.0, 0.2, 0.1], [0.0, -0.2, 0.1], [0.1, 0.2, 0.1], [-0.2, -0.1, 0.6], [-0.1, -0.1, -0.1], [0.0, 0.0, 0.0], [0.1, -0.1, 0.0], [-0.1, 0.0, 0.0], [0.0, 0.0, 0.0], [-0.1, 0.0, 0.0], [0.0, -0.1, 0.0], [-0.1, 0.1, 0.0], [0.1, -0.1, 0.0], [0.2, -0.2, 0.0], [0.0, 0.0, 0.0], [0.0, -0.1, 0.0], [-0.1, 0.1, 0.0], [0.0, 0.1, -0.1], [0.0, 0.1, 0.0]],
  "mulliken_charge": [-1.353, 0.073, -0.721, 0.216, 0.455, -0.530, 0.776, -0.160, 0.131, -1.087, 0.282, 0.541, -0.493, -0.862, 0.325, 0.266, 0.297, 0.347, -0.072, -0.907, 1.015, 0.021, 1.009, -0.990, 0.731, -0.604, -0.857, -0.868, -1.125, 0.382, 0.472, 0.265, 0.348, 0.290, 0.381, -1.428, 0.471, 0.328, 0.467, -1.147, -0.923, -0.819, 0.636, -0.612, 0.274, 0.382, 0.309, 0.343, 0.382, 0.483, 0.968, 0.557, -0.172, 0.161, 0.311, 0.322, 0.373, 0.343]
}



Record 2
{
  "formula": "C7H6NO3",
  "method": "the ωB97M-V functional and the def2-TZVPD basis",
  "homo_ha": [-0.1471, -0.1471],
  "total_charge": -1,
  "lumo_ev": [3.70, 3.70],
  "relative_energy_ev": 4.5289,
  "largest_force_ev_per_a": 4.175,
  "homo_lumo_gap_ev": [7.70, 7.70],
  "symbols": ["C", "C", "C", "C", "C", "C", "C", "N", "O", "O", "O", "H", "H", "H", "H", "H", "H"],
  "positions_angstrom": [[1.9789, -1.2120, -0.1005], [-1.0652, -0.4475, 0.1672], [1.5416, -2.4389, 0.0275], [3.3263, -0.7830, -0.0451], [4.2325, 0.1887, 0.3258], [-1.6538, 0.8692, -0.5404], [-0.2031, 1.2339, -0.6026], [0.1577, -0.0264, -0.0470], [4.0396, 0.1213, -1.0633], [-1.6196, -1.4920, 0.5559], [4.9374, 0.8000, 1.0721], [2.2190, -3.2110, 0.0678], [0.4335, -2.6931, 0.0277], [-2.0344, 0.4991, -1.4932], [-2.4104, 1.6216, -0.1280], [0.0443, 1.3618, -1.6960], [0.3319, 2.1423, -0.0054]],
  "forces_ev_per_angstrom": [[2.5, 0.8, 0.7], [-2.6, -0.3, 0.0], [-4.1, 0.7, -0.4], [-2.7, -0.3, -0.4], [-0.1, 0.3, -0.9], [-1.9, 0.3, 1.3], [2.3, 2.6, -1.0], [2.6, -1.6, 0.4], [0.5, 0.2, 1.2], [0.9, 1.1, -0.2], [-0.2, 0.0, -0.3], [1.5, -1.6, 0.0], [1.5, 0.5, 0.2], [0.0, 0.3, -0.2], [0.9, -1.3, -0.1], [0.5, 0.0, 0.9], [-1.8, -1.7, -1.3]],
  "mulliken_charge": [0.816, 0.308, -0.719, -0.418, 0.548, -0.543, -0.382, -0.213, -0.437, -0.757, -0.595, 0.340, 0.217, 0.176, 0.257, 0.164, 0.235]
}



Record 3
{
  "formula": "C22H44Br15N4O",
  "method": "the ωB97M-V functional and the def2-TZVPD basis",
  "homo_ha": -0.4100,
  "total_charge": 1,
  "lumo_ev": -2.52,
  "relative_energy_ev": 0.1911,
  "largest_force_ev_per_a": 1.774,
  "homo_lumo_gap_ev": 8.64,
  "symbols": ["C", "C", "C", "O", "C", "N", "C", "N", "C", "C", "C", "Br", "N", "N", "H", "H", "H", "H", "H", "H", "H", "H", "H", "H", "H", "H", "H", "H", "H", "H", "Br", "C", "C", "Br", "H", "H", "H", "H", "Br", "C", "C", "Br", "H", "H", "H", "H", "Br", "C", "C", "Br", "H", "H", "H", "H", "Br", "C", "C", "Br", "H", "H", "H", "H", "Br", "C", "C", "Br", "H", "H", "H", "H", "Br", "C", "C", "Br", "H", "H", "H", "H", "Br", "C", "C", "Br", "H", "H", "H", "H"],
  "positions_angstrom": [[8.0071, -1.2701, 0.6782], [7.3786, -0.7570, -0.6187], [6.3934, 0.3788, -0.4270], [5.1173, 0.1280, -1.0670], [4.3030, -0.7269, -0.5133], [3.0765, -0.8791, -0.9381], [2.5566, -1.8148, -0.1667], [1.3166, -2.2795, -0.2580], [0.3537, -1.7830, -1.2368], [-1.0875, -1.9014, -0.7379], [-1.9288, -0.7483, -1.2271], [-3.6083, -0.6375, -0.2684], [3.4537, -2.2405, 0.7579], [4.6243, -1.5333, 0.5289], [7.7845, -2.3124, 0.8333], [7.6054, -0.7556, 1.5358], [9.0724, -1.1539, 0.6797], [8.1518, -0.3959, -1.2669], [6.8773, -1.5583, -1.1374], [6.2304, 0.6260, 0.6107], [6.7600, 1.2615, -0.9064], [1.0321, -2.9929, 0.3861], [0.4872, -2.3403, -2.1450], [0.5743, -0.7495, -1.4200], [-1.5304, -2.8270, -1.0554], [-1.0593, -1.8767, 0.3375], [-2.2099, -0.8963, -2.2517], [-1.4495, 0.2019, -1.0943], [3.3844, -2.9250, 1.4850], [5.4625, -1.6416, 1.0694], [-6.8359, 4.0496, 2.5730], [-5.1381, 3.8785, 1.6451], [-4.6730, 2.4506, 1.6057], [-3.9692, 1.8580, 3.3237], [-4.4328, 4.5302, 2.1485], [-5.3178, 4.2343, 0.6354], [-3.8593, 2.3243, 0.8976], [-5.4755, 1.7684, 1.3558], [5.4871, 4.1472, -1.7749], [6.6283, 4.4484, -3.3262], [7.1636, 3.1517, -3.8619], [8.5622, 2.4412, -2.7060], [7.4171, 5.1227, -3.0136], [6.0041, 4.9371, -4.0681], [7.6224, 3.2967, -4.8363], [6.3974, 2.3874, -3.9276], [0.0215, -3.1433, 3.3257], [-1.2730, -2.2111, 4.4514], [-0.6035, -1.5096, 5.5977], [-0.0322, -2.7592, 6.9729], [-1.9807, -2.9629, 4.7754], [-1.7736, -1.5032, 3.7984], [-1.3067, -0.8387, 6.0808], [0.2768, -0.9558, 5.2924], [-6.1757, 3.1709, -1.7523], [-7.8958, 2.3587, -1.3364], [-7.7258, 1.0207, -0.6741], [-7.1665, -0.3548, -1.9311], [-8.4386, 2.2902, -2.2719], [-8.3988, 3.0519, -0.6673], [-8.6681, 0.6776, -0.2537], [-6.9743, 1.0452, 0.1051], [-10.9653, -2.3253, 1.3223], [-10.5230, -3.0913, -0.4092], [-10.7847, -2.1236, -1.5296], [-12.6781, -1.9449, -1.9265], [-11.1020, -4.0020, -0.5083], [-9.4639, -3.3314, -0.3602], [-10.3237, -2.4731, -2.4495], [-10.4190, -1.1300, -1.2985], [-5.7806, -7.1090, 5.4549], [-4.4938, -5.9174, 6.2875], [-4.9245, -4.4783, 6.2094], [-4.7039, -3.7495, 4.4162], [-3.5452, -6.0874, 5.7910], [-4.4243, -6.2306, 7.3258], [-4.3065, -3.8622, 6.8579], [-5.9686, -4.3437, 6.4664], [10.4425, 5.7930, -4.0575], [10.4858, 5.2934, -5.9362], [9.6868, 6.2345, -6.7941], [7.7719, 5.9434, -6.6029], [10.1201, 4.2745, -5.9974], [11.5341, 5.3196, -6.2208], [9.9031, 6.0656, -7.8454], [9.8683, 7.2734, -6.5452]],
  "forces_ev_per_angstrom": [[-0.5, -0.1, -0.2], [0.0, 0.0, 0.4], [0.1, -0.1, -0.2], [-0.4, -0.2, 0.3], [1.6, 0.8, 0.0], [-0.2, 0.2, -0.6], [-0.6, -0.7, 0.7], [0.4, 0.1, 0.2], [-0.3, -0.2, 0.1], [0.5, 0.3, 0.2], [-0.4, -0.4, 0.1], [-0.1, -0.1, 0.1], [0.2, 0.0, 0.0], [-1.1, 0.3, -0.7], [0.1, -0.6, 0.0], [0.0, 0.4, 0.5], [0.5, 0.0, 0.1], [0.4, 0.1, -0.5], [-0.1, -0.3, -0.3], [-0.3, 0.0, 0.5], [0.0, 0.6, -0.3], [-0.2, -0.2, 0.2], [0.1, -0.1, -0.6], [0.3, 0.5, -0.2], [-0.2, -0.5, 0.0], [-0.1, -0.1, 0.6], [0.0, 0.2, -0.5], [0.3, 0.4, 0.0], [-0.1, -0.1, 0.2], [0.2, -0.1, 0.1], [0.0, 0.0, 0.0], [-0.1, 0.1, 0.0], [0.2, 0.0, 0.1], [0.0, 0.0, 0.0], [0.0, 0.0, 0.0], [0.0, 0.0, 0.0], [0.0, 0.0, 0.0], [0.0, 0.0, 0.0], [0.0, 0.0, 0.0], [-0.1, 0.0, 0.1], [0.1, 0.0, 0.0], [0.0, -0.1, 0.0], [0.0, 0.0, 0.0], [0.0, 0.0, 0.0], [0.0, 0.1, 0.0], [0.0, 0.0, 0.0], [0.1, -0.1, -0.1], [0.0, 0.1, -0.1], [0.0, -0.1, 0.2], [0.0, 0.0, -0.1], [0.0, -0.1, 0.0], [0.0, 0.1, -0.1], [-0.1, 0.0, 0.0], [0.0, 0.1, 0.0], [0.0, -0.1, -0.2], [0.1, 0.1, 0.0], [-0.1, -0.2, -0.1], [0.0, 0.0, 0.0], [0.0, 0.0, 0.0], [0.0, 0.0, 0.0], [0.0, 0.0, 0.0], [0.0, 0.0, 0.1], [0.0, 0.0, 0.0], [0.1, 0.1, 0.1], [-0.1, 0.0, -0.1], [0.0, 0.0, 0.1], [0.0, 0.0, 0.0], [0.0, 0.0, 0.0], [0.0, 0.0, 0.0], [0.0, 0.0, 0.0], [0.0, 0.0, 0.0], [-0.1, -0.1, 0.0], [0.1, 0.1, 0.0], [-0.1, 0.0, 0.0], [0.1, 0.0, 0.0], [0.0, 0.0, 0.0], [0.0, 0.0, 0.0], [0.0, 0.0, 0.0], [-0.1, 0.0, 0.0], [0.1, 0.0, 0.1], [-0.1, 0.0, 0.0], [0.0, 0.0, 0.0], [0.0, -0.1, 0.0], [0.0, 0.0, 0.0], [0.0, 0.0, 0.0], [0.0, 0.1, 0.0]],
  "mulliken_charge": [-1.285, -0.339, -0.218, -0.378, 0.466, -0.397, 0.434, -0.085, -0.790, -0.235, -0.793, -0.149, -0.272, 0.182, 0.330, 0.410, 0.328, 0.378, 0.399, 0.450, -0.149, 0.140, 0.236, 0.501, 0.359, 0.184, 0.378, 0.461, 0.168, 0.276, -0.151, -0.431, -0.152, -0.126, 0.429, 0.223, 0.302, -0.114, -0.164, -0.495, -0.456, -0.144, 0.282, 0.354, 0.220, 0.407, -0.154, -0.100, -0.669, -0.137, -0.029, 0.314, 0.366, 0.408, -0.154, -0.560, 0.022, -0.131, 0.417, 0.354, 0.291, -0.238, -0.142, -0.572, -0.345, -0.120, 0.408, 0.322, 0.354, 0.097, -0.123, -0.576, -0.615, -0.135, 0.351, 0.365, 0.325, 0.415, -0.137, -0.598, -0.546, -0.145, 0.348, 0.369, 0.346, 0.379]
}